The following is a quantum chemistry calculation of the ion C4H11N2O with charge +1 in a non-equilibrium geometry, from the OMol25 dataset.

```
18
Properties=species:S:1:pos:R:3
N 1.322 -1.204 -0.026
C 0.105 -1.909 -0.554
C -0.847 -0.879 -1.130
N -1.105 0.072 -0.090
C -0.684 1.487 -0.274
C 0.102 1.813 0.976
O 1.016 1.109 1.352
H 2.048 -1.859 0.290
H 0.969 -0.502 0.681
H 1.762 -0.657 -0.746
H 0.454 -2.654 -1.249
H -0.315 -2.463 0.264
H -1.760 -1.453 -1.349
H -0.485 -0.530 -2.086
H -2.044 0.031 0.247
H -0.077 1.491 -1.183
H -1.573 2.091 -0.390
H 0.061 2.798 1.428
```

The value obtained for the total energy is -9346.8912 eV. The lowest unoccupied orbital energy is -3.4 eV. The value obtained for the relative energy (zero: lowest compared OMol25 entry of this formula, charge and spin) is 45.3 kcal per mole. The structure (SMILES) is [NH3+]CCNCC=O. For the HOMO-LUMO gap, the calculation gives 10.26 eV. Its total charge is +1.

Atomic partial charges in e from the Mulliken method, atoms 1 to 2: -0.210 -0.664


The following is a quantum chemistry calculation of a cluster of 2 separate species, C5H13FN in total in a non-equilibrium geometry, from the OMol25 dataset.

```
20
Properties=species:S:1:pos:R:3
C 1.670 -0.974 -0.107
C -1.442 -0.304 1.364
C -1.836 -0.347 -1.217
C 0.915 0.345 -0.307
C -1.247 0.396 0.048
N 1.318 1.315 0.759
F -1.340 1.769 -0.094
H 2.616 -0.776 -0.407
H 1.516 -1.585 0.854
H 1.318 -1.741 -0.710
H -1.102 -1.331 1.483
H -1.180 0.421 2.140
H -2.542 -0.246 1.517
H -1.058 -1.048 -1.551
H -1.880 0.405 -2.076
H -2.813 -0.875 -1.116
H 1.091 0.733 -1.282
H 0.764 2.111 0.979
H 2.246 1.721 0.733
H 1.125 0.682 1.531
```

The value obtained for the total energy is -9590.3344 eV. The lowest unoccupied orbital energy (alpha / beta) is -3.4 / -6.2 eV. The value obtained for the relative energy (zero: lowest compared OMol25 entry of this formula, charge and spin) is 0.0 kcal per mole. The spin multiplicity is 3. For the HOMO-LUMO gap (alpha / beta), the calculation gives 6.51 / 9.30 eV. Its total charge is +1.

Atomic partial charges in e from the Mulliken method, atoms 1 to 2: -1.279 -1.336


The following is a quantum chemistry calculation of a cluster of 3 separate species, C3H11NO3 in total in a non-equilibrium geometry, from the OMol25 dataset.

```
18
Properties=species:S:1:pos:R:3
C 3.301 -0.871 0.245
C 1.870 -0.462 -0.048
C 1.577 -0.223 -1.548
N 2.282 -1.001 -2.435
O 0.947 0.730 -1.962
H 3.468 -1.903 0.556
H 3.709 -0.219 1.023
H 4.043 -0.794 -0.553
H 1.167 -1.284 0.140
H 1.428 0.395 0.449
H 2.383 -1.978 -2.192
H 2.055 -0.744 -3.382
H -5.549 4.363 1.578
H -5.318 4.319 0.071
O -5.879 4.681 0.738
H -3.418 -1.049 2.750
H -3.953 -2.454 2.266
O -4.112 -1.505 2.304
```

The value obtained for the total energy is -10921.9639 eV. The lowest unoccupied orbital energy is 0.6 eV. The value obtained for the relative energy (zero: lowest compared OMol25 entry of this formula, charge and spin) is 24.0 kcal per mole. The structure (SMILES) is CCC(N)=O.O.O. For the HOMO-LUMO gap, the calculation gives 10.29 eV. Its total charge is 0.

Atomic partial charges in e from the Mulliken method, atoms 1 to 2: -1.107 -0.367


The following is a quantum chemistry calculation of a structure of composition C32H26AsFMoN3O11S3 in a non-equilibrium geometry, from the OMol25 dataset.

```
78
Properties=species:S:1:pos:R:3
Mo 0.391 -0.699 -0.353
C -3.133 3.755 3.486
C -2.376 2.455 3.491
C -1.209 2.337 4.245
C -0.431 1.198 4.178
C -0.853 0.149 3.368
C -2.041 0.213 2.659
C -2.790 1.379 2.715
S 0.185 -1.243 3.191
O -0.616 -2.434 3.095
O 1.225 -1.160 4.183
N 0.856 -0.996 1.718
C 2.219 -0.986 1.500
C 3.324 -0.863 2.360
C 4.571 -0.807 1.786
C 4.747 -0.864 0.399
C 3.625 -0.980 -0.380
N 2.412 -1.062 0.167
H -3.376 4.076 4.501
H -4.059 3.672 2.917
H -2.519 4.534 3.028
H -0.878 3.175 4.848
H 0.507 1.124 4.710
H -2.375 -0.634 2.075
H -3.692 1.453 2.118
H 3.175 -0.801 3.425
H 5.435 -0.699 2.430
H 5.725 -0.812 -0.055
H 3.663 -1.024 -1.461
O -0.293 0.598 -4.816
As -0.901 0.579 -3.137
O -1.311 2.101 -2.732
O 0.409 -0.228 -2.396
C -2.302 -0.729 -3.417
C -2.507 -1.185 -4.719
C -3.429 -2.188 -4.975
C -4.147 -2.762 -3.937
C -3.957 -2.323 -2.640
C -3.044 -1.305 -2.382
S -2.958 -0.795 -0.681
O -2.898 -2.011 0.098
O -4.052 0.096 -0.436
O -1.643 -0.041 -0.627
H 0.612 0.924 -4.766
H -1.930 -0.752 -5.521
H -3.579 -2.531 -5.992
H -4.853 -3.558 -4.139
H -4.499 -2.765 -1.814
O -0.881 4.449 2.312
S 0.446 4.003 1.990
O 1.488 4.210 2.958
N 0.450 2.429 1.525
C 0.839 2.317 0.291
O 1.028 1.215 -0.329
C 1.102 3.594 -0.436
C 1.406 3.781 -1.768
C 1.535 5.089 -2.220
C 1.356 6.167 -1.354
C 1.039 5.969 -0.015
C 0.922 4.663 0.414
H 1.507 2.929 -2.426
H 1.751 5.276 -3.264
H 1.447 7.178 -1.734
H 0.885 6.801 0.659
F 3.148 -7.190 0.130
C 2.420 -6.086 -0.164
C 2.217 -5.758 -1.489
C 1.463 -4.631 -1.779
C 0.936 -3.832 -0.764
C 0.188 -2.608 -1.115
C 1.160 -4.203 0.563
C 1.901 -5.335 0.870
H 2.636 -6.381 -2.268
H 1.288 -4.356 -2.813
H -0.582 -2.362 -0.287
H -0.323 -2.659 -2.073
H 0.727 -3.618 1.368
H 2.069 -5.637 1.896
```

The value obtained for the total energy is -158519.6620 eV. The lowest unoccupied orbital energy (alpha / beta) is 1.4 / 1.7 eV. The value obtained for the relative energy (zero: lowest compared OMol25 entry of this formula, charge and spin) is 36.8 kcal per mole. The spin multiplicity is 3. For the HOMO-LUMO gap (alpha / beta), the calculation gives 7.35 / 7.91 eV. Its total charge is -1.

Atomic partial charges in e from the Mulliken method, atoms 1 to 2: 0.244 -1.485